Molecular formula: C13H24N2O4S
Method: DFT, ωB97M-V/def2-TZVPD

Atoms and positions in Å:
1 S -0.817983 -0.142782 -2.665005
2 O -0.468587 0.053401 -4.037578
3 O 0.601601 1.857975 0.169073
4 O -0.333167 1.075984 -1.745234
5 O -2.234574 -0.263070 -2.489962
6 N 2.066954 -1.041226 -3.276079
7 N -1.839547 -0.163727 0.406656
8 C 0.324151 0.698305 -0.522968
9 C -0.278160 -1.556970 2.493648
10 C -0.429952 -0.354242 0.305354
11 C -2.428035 0.857435 0.897403
12 C 1.897576 2.387349 -0.081496
13 C 0.435038 -2.694118 2.809928
14 C -2.766450 1.035631 2.362570
15 C 1.352411 -1.991389 -2.436417
16 C -0.172355 -1.710173 -0.407905
17 C 0.287886 -0.432000 1.692362
18 C 2.928549 1.908657 0.922654
19 C -2.934901 1.979004 0.025821
20 C -0.108666 -1.641970 -1.969796
21 H -2.847525 2.097242 2.589892
22 H -0.766755 -2.423804 -2.335952
23 H 2.590170 2.087284 1.942706
24 H -2.425695 2.907786 0.279838
25 H 1.833012 3.471020 0.009398
26 H 0.274338 0.541032 2.190855
27 H 2.236930 2.187047 -1.100333
28 H 1.340554 -0.678404 1.525312
29 H 1.297710 -2.917535 -3.007012
30 H -3.722423 0.534545 2.520587
31 H -2.011530 0.611568 3.017265
32 H 2.040871 -0.095462 -2.926465
33 H 1.289862 -2.633259 3.479994
34 H 3.856792 2.460662 0.781456
35 H -4.005865 2.101723 0.222166
36 H 1.997529 -2.213507 -1.588113
37 H -1.293313 -1.483262 2.880419
38 H 1.730121 -1.068211 -4.224480
39 H 3.132720 0.841267 0.833795
40 H 1.284835 0.241913 -0.806041
41 H -0.970048 -2.390207 -0.123945
42 H -2.842385 1.721723 -1.023305
43 H 0.150423 -3.657178 2.394191
44 H 0.747883 -2.106056 0.014743

Forces on atoms 1 to 3 (eV/Å):
-2.60 -0.65 -0.80
1.25 0.38 0.27
-0.44 -0.11 -0.21

Values from the calculation:
molecular weight	304.4	g/mol
HOMO level	-7.784	eV
relative energy (zero: lowest compared OMol25 entry of this formula, charge and spin)	153.93	kcal per mole
HOMO-LUMO gap	7.9	eV
SMILES	C=CC[C@]1(N=C(C)C)C[C@H](CN)S(=O)(=O)O[C@H]1OCC